Entry 1:
Entry from the Open Molecules 2025 dataset: a molecular structure, C39H46CrP2 in a non-equilibrium geometry (ωB97M-V/def2-TZVPD).

Last column: Mulliken charge in e.
Positions of all 88 atoms, in Å:
Cr -0.84043 1.16329 -0.42966  0.237
C -2.47435 0.83157 -3.42424  -0.416
C -2.15143 -0.41654 -3.04077  -0.381
C -0.91898 -1.14887 -3.35176  -0.171
C 0.28436 -0.20155 -3.51122  -2.046
C 0.51397 0.59800 -2.25470  1.287
C 0.16204 1.93016 -2.14942  -1.350
C -0.56376 2.69445 -3.29883  -0.392
C -1.62694 1.91030 -4.09898  -1.219
C 1.84956 -0.65764 2.19323  -1.648
H -3.53926 1.12051 -3.29627  0.509
H -2.94231 -1.03466 -2.65050  0.626
H -1.07421 -1.66109 -4.31155  0.541
H -0.71300 -1.93550 -2.60646  0.034
H 1.18278 -0.81742 -3.71200  0.575
H 0.13576 0.40673 -4.41586  0.487
H 1.21079 0.17944 -1.50501  0.679
H 0.52715 2.58515 -1.30307  -0.165
H 0.21874 3.02427 -3.99305  0.297
H -0.98964 3.62331 -2.85332  0.386
H -2.39171 2.63919 -4.41517  0.401
H -1.19088 1.52117 -5.03326  0.408
H 1.10527 0.14342 2.04429  -0.524
H 2.45910 -0.45371 3.07821  0.628
H 1.30923 -1.60362 2.31671  0.473
P -0.81350 -1.09755 0.18396  0.743
P 2.82349 -0.78671 0.70033  2.201
C 0.51960 -2.06878 -0.45067  -0.038
C 1.88203 -1.73168 -0.45768  -1.422
C -2.11657 -2.31347 0.40105  0.678
C -2.59352 -3.08589 -0.68239  -0.025
C -3.46828 -4.15108 -0.45298  -0.908
C -3.84555 -4.49259 0.85264  -0.639
C -3.34487 -3.75456 1.93796  -0.700
C -2.48445 -2.68007 1.72552  -0.465
C -2.78214 0.60037 -0.38854  1.268
C -2.62193 1.80788 -1.09256  0.739
C -3.44536 2.93041 -0.93268  -1.002
C -4.51597 2.73887 -0.07206  -1.308
C -4.75383 1.49343 0.51669  0.027
C -3.96452 0.35446 0.26947  -1.704
C 4.39879 -1.53377 1.07649  0.196
C 4.42798 -2.88880 1.45846  -0.563
C 5.65640 -3.54287 1.53493  -0.628
C 6.83593 -2.85784 1.22637  -0.492
C 6.80698 -1.47568 0.99158  -0.631
C 5.58919 -0.80816 0.91211  -0.247
C 3.20473 0.89692 0.11388  0.066
C 2.74086 1.91747 0.95226  -0.479
C 2.82347 3.25689 0.59760  -0.645
C 3.47402 3.59531 -0.58168  -0.527
C 4.06563 2.61284 -1.37554  -0.778
C 3.91818 1.26841 -1.05420  0.021
H 0.15329 -3.04156 -0.83971  0.724
H 2.51705 -2.18436 -1.22699  0.286
H -2.22195 -2.91620 -1.69233  0.311
H -3.80282 -4.74768 -1.30089  0.437
H -4.50484 -5.34653 1.02440  0.354
H -3.59135 -4.03556 2.96410  0.420
H -2.01065 -2.19525 2.58198  0.300
H -1.75954 1.91767 -1.75636  0.241
H -3.14848 3.83704 -1.43446  0.530
H -5.17507 3.56851 0.15857  0.341
H -5.56884 1.37394 1.24196  0.439
H -4.25101 -0.63512 0.63576  0.227
H 3.50362 -3.43721 1.64596  0.402
H 5.68859 -4.59518 1.80702  0.386
H 7.78939 -3.38730 1.15885  0.361
H 7.72856 -0.90707 0.85255  0.386
H 5.57092 0.25329 0.67110  0.388
H 2.23581 1.69635 1.88331  0.328
H 2.35809 3.98738 1.26027  0.413
H 3.50087 4.63177 -0.87450  0.423
H 4.62109 2.90639 -2.26125  0.398
H 4.33932 0.50991 -1.72436  0.447
C -0.64605 0.75713 4.16867  -1.701
C -1.61413 0.74252 2.99881  3.222
C -3.05636 0.95280 3.47339  -1.597
C -1.17920 1.74856 1.90716  -1.730
H -0.49569 1.78096 4.50035  0.373
H 0.32445 0.35540 3.89287  0.301
H -1.01979 0.20964 5.03326  0.433
H -1.57799 -0.26759 2.56733  -1.628
H -3.15020 1.89281 4.03731  0.405
H -3.76712 0.99349 2.63670  0.115
H -3.40095 0.13515 4.12841  0.342
H -2.00849 2.45529 1.72005  0.524
H -0.33918 2.34649 2.27303  0.407

Results
- E_LUMO (spin up / spin down): 0.26 / 0.27 eV
- E_HOMO (spin up / spin down): -5.127 / -6.128 eV
- Total charge: 0
- Relative energy (zero: lowest compared OMol25 entry of this formula, charge and spin): 0.0 kJ/mol
- E: -88178.9247 eV
- <S²>: 6.147
- Kohn-Sham gap (spin up / spin down): 5.4 / 6.4 eV
- Multiplicity: 5

Entry 2:
Entry from the Open Molecules 2025 dataset: a molecular structure, C39H46F3IrN6OSTe in a non-equilibrium geometry (ωB97M-V/def2-TZVPD).

Last column: Mulliken charge in e.
Positions of all 98 atoms, in Å:
Ir -0.13625 -0.43187 -0.17197  1.460
C -3.38732 1.27141 4.57657  -1.069
C -4.28037 1.11890 3.35986  -0.665
N -3.60025 1.33179 2.04911  0.110
C -3.77511 2.66257 1.41248  -1.124
C -2.75024 3.68729 1.85509  -0.772
C -2.85712 0.38582 1.50319  0.433
S -2.23242 0.78226 -0.08634  -0.401
N -2.73128 -0.74652 2.21693  -0.214
C -2.05605 -1.76711 1.76290  0.331
O -1.33227 -1.83226 0.70702  -0.770
C -2.14504 -3.05190 2.52498  0.222
C -1.50457 -4.17944 2.01448  -0.171
C -1.55725 -5.38490 2.70123  -0.731
C -2.25056 -5.46156 3.90493  -0.480
C -2.89314 -4.33874 4.41443  -0.762
C -2.84364 -3.13466 3.72256  -0.248
H -3.93951 0.98315 5.47438  0.366
H -3.05398 2.29963 4.71400  0.378
H -2.51274 0.62530 4.49710  0.220
H -5.08968 1.84509 3.38547  0.403
H -4.72354 0.13027 3.34724  0.479
H -4.77953 2.99308 1.66715  0.362
H -3.74995 2.53784 0.33602  0.765
H -2.71350 3.76516 2.94347  0.359
H -3.00515 4.67471 1.46268  0.408
H -1.74982 3.42418 1.50054  -0.014
H -0.98537 -4.10676 1.07111  0.532
H -1.06709 -6.26465 2.29890  0.453
H -2.29490 -6.40036 4.44435  0.410
H -3.43531 -4.40475 5.34945  0.426
H -3.34096 -2.24991 4.10823  0.400
C 1.73804 1.46634 2.96531  -1.500
C 2.11719 0.35669 1.99377  1.454
C 2.16335 -0.97228 2.75272  -1.779
C 3.48276 0.63074 1.38643  -1.713
N 1.10266 0.36436 0.92357  0.055
H 2.40446 1.43985 3.83127  0.449
H 0.70860 1.34422 3.30988  0.294
H 1.82366 2.45291 2.49937  0.297
H 2.82236 -0.89106 3.62303  0.574
H 2.56541 -1.75331 2.11872  0.572
H 1.16762 -1.26049 3.10526  0.344
H 4.20856 0.85041 2.17409  0.493
H 3.45048 1.48933 0.70397  0.263
H 3.85562 -0.24606 0.83959  0.318
Te 0.09931 2.74128 -0.54324  0.693
C 1.77817 3.56543 -1.51570  0.428
C 2.21112 4.82974 -1.11048  -0.777
C 3.28154 5.43999 -1.76303  -0.647
C 3.92144 4.79110 -2.81196  -0.545
C 3.49814 3.52776 -3.21035  -0.830
C 2.43004 2.90921 -2.56446  0.393
C -1.17518 3.41319 -2.03505  0.614
C -2.29138 4.17225 -1.68164  -0.540
C -3.15135 4.62538 -2.68418  -0.704
C -2.89920 4.31094 -4.01421  -0.603
C -1.78392 3.55099 -4.35747  -0.870
C -0.92070 3.09866 -3.36527  -0.455
H 1.72202 5.34586 -0.29456  0.420
H 3.61323 6.42307 -1.45049  0.421
H 4.75086 5.26997 -3.32033  0.389
H 3.99823 3.01854 -4.02828  0.450
H 2.11510 1.92758 -2.87641  -0.059
H -2.48911 4.42416 -0.63817  0.533
H -4.01665 5.22423 -2.42257  0.422
H -3.56932 4.66062 -4.79069  0.391
H -1.58147 3.31112 -5.39566  0.436
H -0.04551 2.51985 -3.63705  0.462
F 0.34480 -7.49457 -0.82144  -0.248
C 1.49191 -6.84212 -0.60132  0.645
F 2.02764 -7.31217 0.52350  -0.279
F 2.31808 -7.12980 -1.60396  -0.245
C 1.23687 -5.35367 -0.52029  0.327
C 0.60540 -4.72356 -1.57689  -1.144
C 0.39125 -3.36473 -1.50000  -0.164
N 0.77148 -2.63378 -0.44681  0.660
C 1.36413 -3.25451 0.57447  -0.725
C 1.62477 -4.61474 0.57333  -0.904
H 0.27385 -5.27676 -2.44641  0.502
H -0.10732 -2.83109 -2.30350  0.324
H 1.60520 -2.65505 1.42194  0.287
H 2.09912 -5.07900 1.42612  0.639
C 4.46294 -1.11342 -3.23398  -1.491
C 2.99520 -0.81804 -3.13635  0.300
C 1.95814 -0.94324 -4.04036  -0.884
C 0.80283 -0.52754 -3.35009  0.257
N 1.11191 -0.16679 -2.10471  0.254
N 2.44000 -0.37101 -2.00001  0.832
C -0.62092 -0.42932 -3.81650  -1.269
H 4.86670 -0.74371 -4.17557  0.385
H 4.64406 -2.18724 -3.19077  0.293
H 5.02007 -0.64431 -2.42079  0.343
H 2.03201 -1.26694 -5.06926  0.565
H 2.88509 -0.14378 -1.12162  -0.349
H -0.68729 0.13391 -4.74852  0.427
H -1.24040 0.06842 -3.06599  0.048
H -1.04973 -1.41706 -4.00750  0.377

Results
- E_LUMO (spin up / spin down): -3.33 / -3.32 eV
- E_HOMO (spin up / spin down): -9.259 / -9.130 eV
- Total charge: +1
- Relative energy (zero: lowest compared OMol25 entry of this formula, charge and spin): 434.5 kJ/mol
- E: -81289.3576 eV
- <S²>: 1.169
- Kohn-Sham gap (spin up / spin down): 5.9 / 5.8 eV
- Multiplicity: 2